# 1
Formula: C33H30O4P2PdSSe2
Source: the Open Molecules 2025 dataset
Level of theory: wB97M-V/def2-TZVPD

Each line ends with the Löwdin charge.
Cartesian coordinates (Å):
1 Pd -0.713000 0.153816 0.186578  0.24
2 O -1.882117 -0.146495 2.203256  -0.42
3 S -0.769898 -0.679766 3.028511  0.45
4 O -0.870910 -0.434729 4.439301  -0.30
5 O 0.505715 -0.327808 2.391254  -0.38
6 C -0.887946 -2.456352 2.838079  -0.25
7 C -1.047584 -3.222967 3.983322  -0.04
8 C -1.117795 -4.603479 3.894394  -0.06
9 C -1.025674 -5.220882 2.654671  -0.07
10 C -0.869244 -4.454849 1.512697  -0.08
11 C -0.797691 -3.063106 1.593384  -0.32
12 P -0.667424 -2.130156 0.044996  0.99
13 C 0.734637 -2.865614 -0.820563  -0.35
14 C 1.849598 -3.243276 -0.068369  -0.09
15 C 2.997284 -3.692008 -0.701815  -0.08
16 C 3.044027 -3.758962 -2.087884  -0.09
17 C 1.944530 -3.372785 -2.839738  -0.07
18 C 0.791355 -2.923742 -2.211609  -0.12
19 C -2.174573 -2.640254 -0.859115  -0.35
20 C -2.270789 -3.848115 -1.547710  -0.10
21 C -3.458200 -4.212026 -2.163674  -0.08
22 C -4.564304 -3.377371 -2.082270  -0.08
23 C -4.479615 -2.181922 -1.384495  -0.07
24 C -3.290463 -1.811029 -0.775763  -0.10
25 H -1.111385 -2.712461 4.934141  0.11
26 H -1.244863 -5.195342 4.791186  0.11
27 H -1.077682 -6.298890 2.574241  0.11
28 H -0.797449 -4.946669 0.550207  0.10
29 H 1.809276 -3.190511 1.012568  0.11
30 H 3.856199 -3.988174 -0.113436  0.11
31 H 3.940950 -4.109892 -2.581805  0.11
32 H 1.981117 -3.420469 -3.920189  0.11
33 H -0.064168 -2.628552 -2.804096  0.08
34 H -1.415214 -4.508344 -1.615268  0.10
35 H -3.521216 -5.147925 -2.703586  0.10
36 H -5.492592 -3.660978 -2.561375  0.10
37 H -5.341129 -1.530719 -1.314633  0.11
38 H -3.223636 -0.874324 -0.234222  0.09
39 Se -0.562099 0.304615 -2.219706  0.44
40 P -0.764898 2.465129 -1.913616  0.23
41 Se -1.369927 2.591671 0.181308  0.40
42 C 0.816045 3.283264 -2.243849  -0.41
43 C 1.254205 3.380459 -3.562782  -0.09
44 C 2.481786 3.958383 -3.838340  -0.08
45 C 3.265802 4.444901 -2.799129  -0.08
46 C 2.823442 4.352594 -1.488003  -0.07
47 C 1.596699 3.769264 -1.204290  -0.11
48 C -1.918147 3.210384 -3.087402  -0.41
49 C -2.719212 2.421645 -3.903665  -0.10
50 C -3.601689 3.026580 -4.787735  -0.07
51 C -3.687770 4.409377 -4.845518  -0.08
52 C -2.893576 5.196011 -4.020352  -0.07
53 C -2.004726 4.599943 -3.141849  -0.08
54 H 0.637288 3.003589 -4.370815  0.11
55 H 2.826789 4.032311 -4.861469  0.10
56 H 4.223967 4.899664 -3.016319  0.10
57 H 3.436652 4.730843 -0.680422  0.11
58 H 1.254106 3.669638 -0.183380  0.07
59 H -2.656599 1.342939 -3.835604  0.06
60 H -4.224020 2.415306 -5.428067  0.11
61 H -4.378114 4.878851 -5.534297  0.10
62 H -2.967427 6.274625 -4.064655  0.11
63 H -1.377322 5.208971 -2.501412  0.12
64 C 3.419538 -0.193287 1.368064  -0.02
65 C 3.012530 0.361035 0.030147  -0.48
66 C 3.806130 -0.051188 -1.187230  0.00
67 O 2.040991 1.071793 -0.093752  -0.01
68 H 4.486077 -0.405995 1.423252  0.08
69 H 2.864542 -1.121182 1.527326  0.06
70 H 3.106305 0.481697 2.160843  0.09
71 H 4.859153 -0.216929 -0.963552  0.08
72 H 3.687315 0.694137 -1.971872  0.08
73 H 3.387438 -0.994711 -1.553425  0.07

Forces on atoms 1 to 2 (eV/Å):
-0.7 -0.3 0.3
0.3 0.0 -0.1

As for the maximum force: 0.8 eV/A. The calculation puts the electronic energy at -206486.1679 eV. The relative energy (zero: lowest compared OMol25 entry of this formula, charge and spin) comes out at 3.1 kcal per mole. For the HOMO energy, the calculation gives -8.05 eV.

---

# 2
Formula: C33H31F2N4OPRuS2
Source: the Open Molecules 2025 dataset
Level of theory: wB97M-V/def2-TZVPD

Each line ends with the Löwdin charge.
Cartesian coordinates (Å):
1 Ru 0.907822 -1.726990 0.234092  1.03
2 S 2.362532 -2.480660 4.409576  1.05
3 C 3.634612 -1.661410 3.588478  -0.39
4 C 3.299321 -1.265732 2.330951  -0.22
5 C 1.979830 -1.635534 1.980602  -0.34
6 C 1.351063 -2.324771 3.005208  -0.54
7 C 0.033207 -2.858760 2.874967  -0.32
8 C -0.705541 -3.378124 3.946441  -0.01
9 C -1.985824 -3.834247 3.731962  -0.03
10 C -2.493654 -3.809476 2.433457  -0.05
11 C -1.706671 -3.298391 1.422119  -0.15
12 N -0.484124 -2.801044 1.619965  -0.03
13 H 4.573355 -1.514988 4.089801  0.07
14 H 3.987637 -0.737741 1.689246  0.09
15 H -0.262025 -3.388811 4.929753  0.10
16 H -2.593471 -4.179973 4.553189  0.12
17 H -3.484924 -4.171570 2.215676  0.11
18 H -2.092048 -3.279526 0.409745  0.10
19 O 3.250556 -3.061673 -0.144664  -0.05
20 N 2.708738 -1.931342 -0.786473  -0.14
21 C 3.641373 -1.121504 -1.315481  -0.03
22 C 3.398969 -0.018187 -2.128105  -0.19
23 C 4.489893 0.531107 -2.867365  -0.01
24 C 4.304038 1.498181 -3.811063  -0.05
25 C 3.025924 2.033012 -4.033792  -0.02
26 C 1.967871 1.604374 -3.259449  -0.07
27 C 2.112952 0.577698 -2.331243  -0.26
28 P 0.732934 0.329109 -1.195221  1.06
29 C 0.877441 1.857449 -0.218951  -0.39
30 C 0.249989 3.067722 -0.488312  -0.09
31 C 0.469816 4.147306 0.351886  -0.07
32 C 1.331107 4.040523 1.431612  -0.07
33 C 1.993354 2.846301 1.674285  -0.06
34 C 1.765119 1.763487 0.853388  -0.15
35 C -0.699328 0.447003 -2.299512  -0.35
36 C -0.615056 -0.228341 -3.519657  -0.10
37 C -1.699497 -0.260388 -4.372608  -0.06
38 C -2.873087 0.394313 -4.031497  -0.06
39 C -2.954583 1.077324 -2.827839  -0.08
40 C -1.886931 1.083419 -1.947532  -0.10
41 H 2.950286 -3.852887 -0.628690  0.11
42 H 4.669642 -1.428259 -1.161282  0.15
43 H 5.476272 0.130082 -2.686861  0.12
44 H 5.144182 1.864030 -4.382413  0.12
45 H 2.876675 2.804679 -4.773144  0.12
46 H 0.999979 2.070457 -3.377311  0.11
47 H -0.395616 3.180250 -1.347777  0.10
48 H -0.041028 5.080324 0.161235  0.11
49 H 1.498473 4.885268 2.081167  0.11
50 H 2.674081 2.759033 2.506732  0.11
51 H 2.255837 0.813557 1.035720  0.06
52 H 0.303855 -0.729533 -3.785873  0.10
53 H -1.631138 -0.793404 -5.307524  0.11
54 H -3.718030 0.368886 -4.701752  0.11
55 H -3.858763 1.610960 -2.574400  0.10
56 H -1.963321 1.588206 -0.993402  0.09
57 F 0.714564 -4.214987 -0.868581  -0.05
58 C 0.163385 -3.012887 -1.258734  -0.45
59 F 0.760276 -2.725931 -2.452924  -0.06
60 H -0.898896 -3.210716 -1.491492  0.10
61 C -2.399654 2.764947 2.704682  -0.05
62 N -2.965349 1.731041 1.887950  -0.16
63 C -4.360310 1.759026 1.482488  -0.10
64 C -4.508075 0.493554 0.617000  -0.12
65 N -3.221658 -0.151537 0.796545  0.03
66 C -2.368904 0.600377 1.510161  -0.78
67 S -0.799627 0.186564 1.925069  0.79
68 H -2.883107 2.797593 3.681652  0.10
69 H -2.525439 3.734267 2.221526  0.09
70 H -1.339001 2.568642 2.840712  0.05
71 H -4.570774 2.684888 0.939342  0.13
72 H -5.007460 1.723872 2.365870  0.13
73 H -4.687461 0.723698 -0.437810  0.10
74 H -5.312248 -0.154816 0.974910  0.12
75 H -2.944340 -0.978390 0.299578  0.12

Forces on atoms 1 to 2 (eV/Å):
-1.5 2.0 -2.2
0.1 0.2 -0.6

Its total charge is +1. As for the maximum force: 4.9 eV/A. The calculation puts the electronic energy at -81700.2861 eV. As for the spin multiplicity: 2. The relative energy (zero: lowest compared OMol25 entry of this formula, charge and spin) comes out at 0.0 kcal per mole. For the HOMO energy (spin up / spin down), the calculation gives -10.10 / -10.01 eV.

---

# 3
Formula: C33H31F9N6O2S
Source: the Open Molecules 2025 dataset
Level of theory: wB97M-V/def2-TZVPD

Each line ends with the Löwdin charge.
Cartesian coordinates (Å):
1 C 0.956557 -2.339636 1.427388  0.08
2 C 1.369367 -2.143597 0.202672  -0.10
3 C 1.676496 -1.811838 -1.352977  -0.14
4 C 0.812853 -0.519244 -1.835583  -0.05
5 C -0.670601 -0.653984 -2.377715  -0.04
6 C -1.442830 -2.051647 -2.547432  -0.05
7 C -1.491332 -2.949428 -1.195151  -0.35
8 O -2.207368 -2.600545 -0.203391  0.03
9 O -0.704492 -4.152949 -1.047006  0.03
10 C -1.388768 0.734554 -2.765760  -0.09
11 C -2.934493 0.805029 -3.300432  -0.15
12 C -3.855871 0.812125 -1.976680  -0.06
13 C -5.406868 1.177151 -2.236018  -0.25
14 F -5.510052 2.033791 -3.384597  0.05
15 F -5.813694 1.997707 -1.092661  0.02
16 C -6.405493 -0.092324 -2.243701  -0.15
17 F -6.914770 -0.209267 -0.883696  0.06
18 F -5.669484 -1.335627 -2.463248  0.04
19 C -7.591375 -0.027827 -3.330254  -0.17
20 F -7.109377 0.039662 -4.704203  0.07
21 F -8.396944 1.143977 -3.137711  0.09
22 C -8.600215 -1.304707 -3.300550  -0.26
23 F -7.955818 -2.449701 -3.880571  0.09
24 F -9.193161 -1.548614 -2.029007  0.11
25 F -9.699470 -0.956453 -4.188744  0.06
26 C -0.661235 2.125690 -2.622145  0.04
27 C 0.833909 2.292906 -2.096726  -0.26
28 N 1.615163 3.511972 -1.899471  -0.23
29 S 3.083749 2.859046 -1.289454  0.93
30 N 2.862606 1.149493 -1.195569  -0.25
31 C 1.508657 0.891409 -1.705110  -0.20
32 H 0.421088 -2.404212 2.436333  0.07
33 H 2.797814 -1.552144 -1.474787  0.11
34 H 1.399973 -2.744193 -1.960619  0.10
35 H -0.987971 -2.625329 -3.451745  0.14
36 H -2.547175 -1.832662 -2.813991  0.11
37 H -0.365248 -4.423800 -1.944524  0.12
38 H -3.070795 -0.118678 -3.968481  0.11
39 H -3.001389 1.766394 -3.937104  0.12
40 H -3.690824 -0.173193 -1.400192  0.13
41 H -3.438146 1.656557 -1.291196  0.15
42 H -1.224661 3.085820 -2.895735  0.11
43 N 5.135772 5.410558 -1.845851  -0.02
44 C 5.082847 6.165745 -0.704264  -0.14
45 C 6.241852 6.899631 -0.627330  -0.11
46 C 7.020248 6.580092 -1.767113  -0.11
47 C 6.311583 5.660988 -2.502578  -0.14
48 H 4.420407 4.770622 -2.155056  0.05
49 H 4.227866 6.114596 -0.046142  0.11
50 H 6.500052 7.591063 0.161797  0.09
51 H 7.991679 6.978858 -2.022042  0.09
52 H 6.542341 5.163913 -3.433332  0.10
53 N -3.916734 -4.209864 1.606115  0.01
54 C -3.691240 -5.434818 2.174339  -0.14
55 C -4.407604 -5.498043 3.345975  -0.12
56 C -5.094970 -4.267909 3.486336  -0.12
57 C -4.775234 -3.493782 2.396285  -0.14
58 H -3.513417 -3.885254 0.738802  0.10
59 H -3.040884 -6.153864 1.698333  0.10
60 H -4.434256 -6.337840 4.025561  0.09
61 H -5.751790 -3.979914 4.294746  0.09
62 H -5.083152 -2.496963 2.116598  0.10
63 N 5.712072 1.768114 1.139223  0.00
64 C 5.653635 1.721912 2.506918  -0.15
65 C 6.842939 2.203466 2.998767  -0.11
66 C 7.646257 2.558808 1.887353  -0.11
67 C 6.921759 2.282049 0.753178  -0.14
68 H 4.978454 1.470862 0.513980  0.09
69 H 4.773619 1.349867 3.010690  0.10
70 H 7.104861 2.291357 4.043425  0.09
71 H 8.644258 2.972227 1.913763  0.09
72 H 7.162453 2.405002 -0.292660  0.11
73 N 3.145449 -2.086227 4.728665  0.00
74 C 3.236441 -1.110601 5.685541  -0.14
75 C 2.631983 -1.578560 6.827521  -0.12
76 C 2.164150 -2.886743 6.551504  -0.12
77 C 2.497540 -3.174720 5.249880  -0.15
78 H 3.500647 -2.014872 3.787531  0.14
79 H 3.720853 -0.169334 5.471409  0.10
80 H 2.538314 -1.038845 7.758925  0.09
81 H 1.641678 -3.545746 7.230056  0.09
82 H 2.328952 -4.057519 4.650719  0.10

Forces on atoms 1 to 2 (eV/Å):
1.4 1.4 -6.2
-2.2 -0.4 4.9

As for the maximum force: 6.5 eV/A. The SMILES is C#CCc1c(CC(=O)O)c(CCC(F)(F)C(F)(F)C(F)(F)C(F)(F)F)cc2nsnc12.c1cc[nH]c1.c1cc[nH]c1.c1cc[nH]c1.c1cc[nH]c1. The calculation puts the electronic energy at -83039.5382 eV. For the HOMO energy, the calculation gives -7.93 eV.